1.
Density functional theory data (wB97M-V/def2-TZVPD) for a gas-phase ion, C5H10Br2N (charge +1).

Last column: Mulliken charge in e.
Element x y z (Å)
C1 1.67042 -0.75733 -1.05035  -0.711
C2 0.84320 -0.65279 0.22297  -0.716
C3 0.05651 1.61179 -0.57616  -0.659
C4 2.16358 0.61335 -1.33669  0.171
C5 -1.27359 0.16730 0.88735  -1.153
N1 -0.33532 0.20890 -0.27181  -0.026
Br1 2.39328 0.98224 -3.21405  0.000
Br2 3.42309 1.43013 -0.13371  -0.001
H1 2.38039 -1.66483 -0.96706  0.351
H2 1.10648 -1.09150 -1.88206  0.425
H3 0.61394 -1.67887 0.47886  0.458
H4 1.51184 -0.21774 0.85960  0.367
H5 0.34711 2.04927 0.35355  0.356
H6 -0.31039 1.85217 -1.53493  0.405
H7 -2.18381 0.44113 0.46347  0.438
H8 -1.37767 -0.81504 1.10983  0.461
H9 -0.95084 0.68230 1.69337  0.439
H10 -0.70735 -0.36970 -0.97953  0.394

Spin multiplicity: 1
Total charge: +1
Highest occupied orbital energy (spin up / spin down), eV: -13.04 / -12.59
Energy above the lowest of the compared OMol25 structures with the same formula, charge and spin, eV: 2.936

2.
Density functional theory data (wB97M-V/def2-TZVPD) for 2 unconnected molecules or ions with the total composition C4H12Si2.

Last column: Mulliken charge in e.
Element x y z (Å)
C1 2.41798 1.76272 1.47868  -0.739
Si1 0.83434 1.19506 0.94266  0.331
C2 -0.28058 0.25664 2.17288  -1.096
C3 -0.22691 1.78713 -0.54271  -0.903
H1 2.98908 1.59724 2.42456  0.254
H2 3.13498 2.03461 0.69383  0.217
H3 0.02430 -0.74214 2.37193  0.360
H4 -0.40385 0.74346 3.14753  0.345
H5 -1.19319 0.24566 1.74990  0.335
H6 -0.77015 0.97463 -1.02120  0.261
H7 -0.78822 2.52384 -0.10022  0.319
H8 0.45729 2.07451 -1.35807  0.299
C4 -1.91864 -2.07841 -2.31080  -0.673
Si2 -0.30376 -2.50036 -1.75119  0.259
H9 -2.12629 -1.81454 -3.33081  0.282
H10 -2.84973 -2.40445 -1.72888  0.224
H11 0.00447 -3.00486 -0.26239  -0.040
H12 0.99889 -2.65074 -2.57568  -0.036

SMILES: C=[Si](C)C.C=[SiH2]
Spin multiplicity: 1
Total charge: 0
Highest occupied orbital energy, eV: -7.91
Energy above the lowest of the compared OMol25 structures with the same formula, charge and spin, eV: 3.472

3.
Density functional theory data (wB97M-V/def2-TZVPD) for C2H2N2O2S in the gas phase.

Last column: Mulliken charge in e.
Element x y z (Å)
O1 -0.26891 -2.72408 -0.83497  -0.515
C1 0.08582 -1.66360 -0.34054  0.583
N1 0.39464 -1.24262 0.97549  -0.480
C2 0.24532 0.07546 0.96182  0.105
N2 -0.06284 0.58650 -0.21202  0.186
S1 0.30709 2.09222 -0.73854  -0.109
O2 -0.04742 -0.44664 -1.04901  -0.249
H1 0.34935 0.66120 1.98428  0.302
H2 -1.00306 2.66155 -0.74651  0.177

SMILES: O=c1ncn(S)o1
Spin multiplicity: 1
Total charge: 0
Highest occupied orbital energy, eV: -10.00
Energy above the lowest of the compared OMol25 structures with the same formula, charge and spin, eV: 2.210

4.
Density functional theory data (wB97M-V/def2-TZVPD) for C6H11NO in the gas phase.

Last column: Mulliken charge in e.
Element x y z (Å)
C1 -2.65859 -0.47791 -0.92406  -1.004
C2 -1.27478 -0.86906 -0.53383  0.523
O1 -0.78098 -2.00910 -0.50111  -0.555
N1 -0.41295 0.17100 -0.03495  0.113
C3 0.65423 0.62562 -0.92519  -0.487
C4 1.94758 0.36015 -0.17158  -0.622
C5 1.62300 0.32157 1.41922  -0.519
C6 0.12225 0.16331 1.33538  -0.605
H1 -3.49741 -0.41287 -0.12694  0.247
H2 -2.62275 0.45895 -1.46404  0.328
H3 -2.94692 -1.26778 -1.74558  0.301
H4 0.73383 0.12271 -2.03076  0.255
H5 0.43507 1.78064 -1.11751  0.254
H6 2.37482 -0.72950 -0.43365  0.192
H7 2.87119 0.97081 -0.26451  0.403
H8 2.03066 -0.57403 1.97148  0.249
H9 1.92293 1.19466 1.91624  0.323
H10 -0.12168 -0.80532 1.81936  0.297
H11 -0.39950 0.97615 1.81204  0.310

SMILES: CC(=O)N1CCCC1
Spin multiplicity: 1
Total charge: 0
Highest occupied orbital energy, eV: -8.30
Energy above the lowest of the compared OMol25 structures with the same formula, charge and spin, eV: 2.492

5.
Density functional theory data (wB97M-V/def2-TZVPD) for a molecular structure, C22H16AuF2N4S3.

Last column: Mulliken charge in e.
Element x y z (Å)
Au1 -0.57131 -0.03635 0.09497  0.650
S1 1.68528 0.57016 0.94556  -0.342
C1 1.19646 2.19610 0.60110  0.365
N1 0.01646 2.39854 0.08654  -0.085
C2 -0.23553 3.75067 -0.05861  -0.418
C3 -1.39799 4.31308 -0.59305  -0.265
C4 -1.48624 5.68367 -0.67271  -0.741
C5 -0.43543 6.50371 -0.23547  -0.462
C6 0.72098 5.96649 0.28580  -0.598
C7 0.81114 4.57820 0.37177  0.953
S2 2.11816 3.60480 0.96090  -0.191
H1 -2.20126 3.67781 -0.93874  0.385
H2 -2.37793 6.13742 -1.08316  0.407
H3 -0.53297 7.57800 -0.31311  0.385
H4 1.53123 6.60278 0.61419  0.397
F1 -5.59087 1.11939 -1.43643  -0.302
C8 -4.69790 0.16914 -1.13533  0.546
C9 -3.41052 0.54598 -0.79276  -0.305
C10 -2.48960 -0.43526 -0.48134  0.190
C11 -2.84267 -1.79652 -0.51060  -1.225
C12 -4.15592 -2.10425 -0.86003  0.367
F2 -4.56573 -3.38596 -0.89927  -0.316
C13 -5.09976 -1.14898 -1.17577  -0.806
C14 -1.80100 -2.79366 -0.18952  1.402
C15 -1.94659 -4.18113 -0.22212  -0.648
C16 -0.86463 -4.98784 0.08143  -0.350
C17 0.35632 -4.42041 0.41591  -0.815
C18 0.43803 -3.04361 0.43337  -0.073
N2 -0.60679 -2.27152 0.14553  -0.318
H5 -3.15731 1.59640 -0.77385  0.379
H6 -6.10751 -1.43022 -1.44311  0.508
H7 -2.89113 -4.62108 -0.49062  0.521
H8 -0.97566 -6.06359 0.04880  0.446
H9 1.22295 -5.02209 0.64740  0.419
H10 1.36064 -2.53043 0.67598  0.369
C19 1.82901 1.62969 5.85296  -0.772
N3 1.06063 0.39710 5.72264  0.196
C20 0.95854 -0.59668 6.67114  -0.062
C21 0.16277 -1.56418 6.16141  -0.542
N4 -0.20715 -1.13993 4.90843  0.046
C22 0.33561 0.06713 4.63464  -0.237
S3 0.13824 0.97330 3.21663  -0.021
H11 2.31428 1.62582 6.82418  0.296
H12 1.16492 2.48678 5.77304  0.317
H13 2.57598 1.67879 5.06417  0.320
H14 1.45479 -0.53011 7.62245  0.406
H15 -0.16610 -2.49662 6.58194  0.417
H16 -0.81752 -1.61436 4.26287  0.208

Spin multiplicity: 3
Expectation value of S²: 2.02
Total charge: +1
Highest occupied orbital energy (spin up / spin down), eV: -10.47 / -11.03
Energy above the lowest of the compared OMol25 structures with the same formula, charge and spin, eV: 0.156

6.
Density functional theory data (wB97M-V/def2-TZVPD) for a molecular structure, C24H44IN3O25PS5.

Last column: Mulliken charge in e.
Element x y z (Å)
C1 -2.71098 -0.32392 4.38920  -0.791
N1 -2.39041 -0.98358 3.07484  -0.216
C2 -3.56810 -1.83880 2.75700  -1.495
C3 -4.15268 -1.66385 1.29937  1.216
O1 -4.66993 -2.99815 1.01982  -0.500
C4 -3.14616 -1.44380 0.06672  -1.734
I1 -2.41666 -3.43023 -0.46807  0.122
N2 -4.13075 -1.12095 -1.04747  0.205
C5 -5.47098 -0.56377 -0.54678  0.324
C6 -6.48973 -1.64160 -1.11096  -0.798
C7 -7.96092 -1.52129 -0.59266  0.036
O2 -8.79462 -0.73888 -0.98950  -0.530
O3 -8.32686 -2.43033 0.41800  -0.312
C8 -9.62564 -2.14920 0.93444  0.689
C9 -9.75278 -1.29452 2.24364  -0.728
O4 -10.58990 -2.59895 0.36209  -0.481
N3 -5.63252 0.64722 -1.38045  -0.737
C10 -6.52648 1.42904 -0.94890  0.485
O5 -7.51883 2.03211 -0.76888  -0.372
C11 -5.16825 -0.43833 0.99832  1.733
C12 -6.33116 -0.59569 2.06606  -2.287
P1 -4.31475 1.17152 1.59212  0.401
C13 -5.57678 2.40464 2.26111  -0.966
C14 -3.24450 1.93959 0.25359  -1.037
H1 -3.62122 0.33008 4.22771  0.211
H2 -2.98501 -1.08356 5.18817  0.343
H3 -1.87261 0.31320 4.76968  0.309
H4 -1.62154 -1.61641 3.32333  0.347
H5 -3.22699 -2.91728 2.84245  0.384
H6 -4.35471 -1.72083 3.56493  0.336
H7 -5.14057 -3.24298 1.83952  0.415
H8 -2.32773 -0.70816 0.27000  0.492
H9 -3.75154 -0.40998 -1.69823  0.506
H10 -4.16455 -1.99044 -1.60104  0.506
H11 -6.54489 -1.47014 -2.23064  0.545
H12 -6.16826 -2.71128 -0.98601  0.518
H13 -8.86759 -1.55075 2.89939  0.235
H14 -10.69287 -1.61074 2.76018  0.345
H15 -9.74629 -0.20328 1.96131  0.217
H16 -7.23948 0.03219 1.87140  0.328
H17 -5.88868 -0.29609 3.06452  0.404
H18 -6.56516 -1.69430 2.16838  0.464
H19 -5.50746 2.33955 3.38683  0.312
H20 -5.29222 3.46988 2.00955  0.385
H21 -6.64282 2.17660 1.98976  0.269
H22 -2.31630 2.46354 0.66034  0.378
H23 -3.85545 2.77308 -0.21812  0.322
H24 -2.90651 1.24079 -0.55557  0.287
C15 1.12129 -2.28722 -3.68156  -0.308
C16 2.03085 -3.11099 -2.78894  -0.079
O6 2.73173 -2.15456 -1.98827  -0.275
S1 1.77370 -0.88064 -1.72114  1.140
O7 1.16085 -1.04104 -0.43914  -0.529
O8 2.47703 0.29721 -2.09727  -0.497
O9 0.65967 -1.21326 -2.85559  -0.330
H25 1.67386 -1.85931 -4.52108  0.250
H26 0.28044 -2.86657 -4.06006  0.353
H27 2.72845 -3.72103 -3.35761  0.100
H28 1.45027 -3.75169 -2.11876  0.238
C17 7.44534 0.93610 -0.87170  -0.375
C18 7.23932 1.44041 0.54423  -0.216
O10 5.82108 1.54256 0.69761  -0.297
S2 5.10772 0.38851 -0.19050  1.193
O11 4.80627 -0.71426 0.66347  -0.593
O12 4.12789 0.99638 -1.03075  -0.468
O13 6.39342 -0.00759 -1.09049  -0.338
H29 7.33553 1.74399 -1.60003  0.291
H30 8.41670 0.46156 -1.00194  0.308
H31 7.71449 2.40459 0.71494  0.198
H32 7.60870 0.71887 1.27689  0.248
C19 5.99311 -5.25443 -6.17266  -0.312
C20 5.52616 -4.42070 -7.35140  -0.327
O14 4.20175 -4.88443 -7.62738  -0.322
S3 3.50268 -5.34533 -6.24608  1.065
O15 2.69058 -4.26944 -5.77108  -0.457
O16 3.00319 -6.66746 -6.41163  -0.555
O17 4.83938 -5.40245 -5.33973  -0.306
H33 6.31244 -6.24917 -6.49262  0.290
H34 6.80110 -4.77493 -5.62243  0.316
H35 6.16480 -4.53973 -8.22451  0.318
H36 5.46568 -3.36146 -7.08744  0.272
C21 9.79018 3.04186 4.41638  -0.305
C22 10.64676 3.74757 3.38088  -0.308
O18 11.57178 2.75560 2.93136  -0.312
S4 10.86109 1.30412 2.98406  1.101
O19 10.37398 0.99565 1.67582  -0.491
O20 11.69438 0.42090 3.72515  -0.552
O21 9.59857 1.72011 3.90553  -0.299
H37 10.31018 2.96507 5.37435  0.292
H38 8.83084 3.53552 4.56427  0.312
H39 11.17407 4.60627 3.79210  0.316
H40 10.04818 4.06586 2.52275  0.255
C23 0.97365 5.58455 0.10486  -0.285
C24 0.22410 6.90294 0.16264  -0.352
O22 -1.09356 6.55643 0.59966  -0.320
S5 -1.00411 5.28442 1.59092  0.994
O23 -1.02413 5.75573 2.93459  -0.571
O24 -1.90307 4.27914 1.11459  -0.452
O25 0.50570 4.83908 1.23259  -0.298
H41 0.72342 5.02624 -0.80063  0.261
H42 2.05250 5.71986 0.15924  0.313
H43 0.18973 7.40451 -0.80258  0.320
H44 0.66112 7.57505 0.90562  0.299

Spin multiplicity: 1
Total charge: +1
Highest occupied orbital energy, eV: -10.45

7.
Density functional theory data (wB97M-V/def2-TZVPD) for a molecular structure, C28H55O2Si4Tm.

Last column: Mulliken charge in e.
Element x y z (Å)
O1 0.00407 5.68556 -0.47789  -0.214
C1 0.19347 6.15391 -1.89850  0.189
C2 0.34175 7.62760 -1.62451  -0.995
H1 -0.68441 5.88724 -2.50159  0.307
H2 1.12170 5.76366 -2.31715  -0.206
C3 0.09677 7.12382 -0.18252  1.573
H3 -0.42831 8.27123 -2.03859  0.341
H4 1.35033 7.98985 -1.85261  0.304
C4 -1.19311 7.68656 0.38630  -1.664
H5 -2.00952 7.64431 -0.33427  0.403
H6 -1.05272 8.73966 0.64224  0.405
H7 -1.47843 7.14913 1.29055  0.328
C5 1.31250 7.40546 0.66354  -1.747
H8 2.22531 7.14722 0.12007  0.371
H9 1.26301 6.84732 1.59598  0.349
H10 1.37174 8.47321 0.88552  0.402
Tm1 0.39525 1.95062 0.41949  0.320
C6 1.54220 -0.37789 1.27204  -0.333
C7 1.44867 -0.50845 -0.14942  0.596
C8 2.23917 0.52076 -0.73633  -0.544
H11 0.97258 -1.33978 -0.68031  -0.372
C9 2.84983 1.28501 0.31743  -0.718
C10 2.38344 0.74421 1.56591  -1.074
H12 2.69173 1.06254 2.56312  0.464
H13 1.17495 -1.10989 1.99600  0.568
H14 2.46304 0.60484 -1.80064  0.427
H15 3.54478 2.12370 0.19240  0.508
C11 -1.17560 0.39871 1.54772  0.237
C12 -0.80476 1.38148 2.52304  -0.804
C13 -1.22357 2.65622 2.05569  -0.496
H16 -0.35619 1.19010 3.50239  0.488
C14 -1.87600 2.46161 0.77285  -0.678
C15 -1.82380 1.06269 0.45256  -0.278
H17 -2.26374 0.56125 -0.41816  0.291
H18 -1.06047 -0.69301 1.64430  0.450
H19 -1.16514 3.58941 2.62590  0.452
H20 -2.33858 3.26258 0.18254  0.582
O2 0.54395 1.89334 -2.30207  -0.095
C16 1.12354 3.21781 -1.98182  -0.305
C17 1.96998 3.53664 -3.21324  -0.863
H21 1.72870 3.26575 -1.03896  0.467
H22 0.29657 3.96370 -1.93203  0.294
C18 0.93993 3.17619 -4.31000  -0.616
H23 2.85656 2.88271 -3.23190  0.390
H24 2.31376 4.55310 -3.26631  0.393
C19 -0.02288 2.15470 -3.67226  -0.668
H25 1.42403 2.83704 -5.23139  0.408
H26 0.35321 4.06801 -4.47480  0.269
H27 -0.17791 1.21481 -4.25259  0.333
H28 -0.98222 2.65492 -3.44423  0.288
C20 1.49465 -4.67850 0.26821  -0.913
Si1 -0.39109 -4.70212 0.32805  -0.073
C21 -1.02646 -6.34580 -0.33978  -0.933
C22 -0.95221 -4.41120 2.10375  -0.889
Si2 -1.28204 -2.95436 -0.95297  0.561
Si3 -0.54698 -3.18718 -3.17253  0.117
C23 -1.41026 -4.63409 -4.01742  -1.112
C24 -0.99748 -1.55515 -3.99700  -0.276
C25 1.32490 -3.40378 -3.27323  -1.041
Si4 -3.60437 -3.08164 -0.95824  0.628
C26 -4.20583 -4.76934 -1.57040  -1.080
C27 -4.22740 -2.76534 0.80049  -1.014
C28 -4.26284 -1.72846 -2.09943  -1.049
H29 1.84686 -5.41693 1.00601  0.422
H30 1.90521 -3.69649 0.54440  0.103
H31 1.88623 -4.96254 -0.71807  0.284
H32 -0.38398 -7.12510 0.09875  0.406
H33 -2.06344 -6.53219 -0.02677  0.240
H34 -0.96321 -6.41735 -1.43480  0.154
H35 -0.52872 -3.47939 2.50699  0.137
H36 -2.04471 -4.37214 2.20664  0.183
H37 -0.57393 -5.24978 2.70828  0.419
H38 -2.47583 -4.42133 -4.18560  0.247
H39 -0.92671 -4.77150 -4.99746  0.383
H40 -1.31436 -5.57090 -3.44953  0.210
H41 -0.48691 -0.70673 -3.51801  -0.805
H42 -0.65241 -1.63659 -5.03877  0.523
H43 -2.07755 -1.35591 -4.00086  0.302
H44 1.86424 -2.56262 -2.81262  0.221
H45 1.65573 -4.33973 -2.80222  0.236
H46 1.59542 -3.43916 -4.34073  0.412
H47 -4.04834 -5.53199 -0.79318  0.236
H48 -5.28731 -4.69061 -1.76812  0.368
H49 -3.70348 -5.09111 -2.49437  0.178
H50 -3.79657 -1.84667 1.22674  0.091
H51 -5.32120 -2.64321 0.74424  0.430
H52 -4.00370 -3.60597 1.47324  0.269
H53 -3.69150 -0.79041 -2.02766  0.186
H54 -4.27016 -2.05876 -3.14855  0.295
H55 -5.30045 -1.53310 -1.78535  0.414

Spin multiplicity: 3
Expectation value of S²: 2.00
Total charge: 0
Highest occupied orbital energy (spin up / spin down), eV: -4.24 / -4.24
Energy above the lowest of the compared OMol25 structures with the same formula, charge and spin, eV: 0.998

8.
Density functional theory data (wB97M-V/def2-TZVPD) for a molecular structure, C4H6B2F8FeO4.

Last column: Mulliken charge in e.
Element x y z (Å)
Fe1 -18.97531 3.24320 -9.48819  1.418
B1 -19.57176 1.91883 -11.87639  0.575
F1 -19.08858 1.38606 -10.63839  -0.415
F2 -20.79610 1.32764 -12.17648  -0.399
F3 -19.71654 3.32265 -11.66416  -0.453
F4 -18.63643 1.70840 -12.89094  -0.405
B2 -17.95980 3.17564 -6.18698  0.431
F5 -18.17234 1.79087 -6.12725  -0.417
F6 -18.67714 3.80403 -5.14348  -0.397
F7 -16.59297 3.48330 -6.06210  -0.410
F8 -18.44118 3.68775 -7.43772  -0.379
C1 -22.88606 3.74099 -8.72590  -1.209
C2 -21.38467 3.59442 -8.83881  1.213
O1 -20.65274 4.60782 -8.97818  -0.707
O2 -20.88558 2.43126 -8.80913  -0.741
H1 -23.13060 4.66743 -8.20492  0.302
H2 -23.29152 2.89840 -8.16708  0.301
H3 -23.33768 3.75375 -9.71762  0.256
C3 -15.10383 4.40064 -9.81639  -1.237
C4 -16.53870 3.93293 -9.84810  1.265
O3 -17.47791 4.73123 -10.11375  -0.765
O4 -16.77483 2.72851 -9.58354  -0.702
H4 -14.93208 5.06940 -8.97212  0.268
H5 -14.86636 4.97457 -10.71800  0.323
H6 -14.43979 3.54314 -9.75210  0.283

Spin multiplicity: 5
Expectation value of S²: 6.01
Total charge: -2
Highest occupied orbital energy (spin up / spin down), eV: -2.79 / -1.89
Energy above the lowest of the compared OMol25 structures with the same formula, charge and spin, eV: 0.000